# 1
14
Properties=species:S:1:pos:R:3:forces:R:3 method="wB97M-V/def2-TZVPD" orbital_gap_ev=10.730 homo_energy_ev=-9.730 smiles=C1COCOC1 largest_force_ev_per_a=4.4 relative_energy_kj_mol=347.78 e_tot_ha=-307.57997 total_charge=0
C -0.90423 -0.58545 -0.62145 -0.1 2.9 -0.7
C 0.41389 -0.06894 -1.31491 -3.3 0.7 1.1
O 1.45204 0.11027 -0.44558 0.4 -1.8 0.2
C 1.19409 0.44296 0.90909 1.8 0.7 -0.5
O 0.28368 -0.34882 1.69854 0.6 1.7 -4.0
C -0.94737 -0.08171 0.84566 -0.3 -1.0 2.0
H -0.80834 -1.57742 -0.40346 -0.1 -3.1 -0.3
H -1.96676 -0.33074 -1.17856 3.0 -0.6 1.3
H 0.74895 -0.51197 -2.20013 0.5 -1.5 -1.0
H 0.05677 0.85364 -1.64230 -0.3 2.4 -0.8
H 2.25618 0.46462 1.08536 0.3 -0.8 2.3
H 1.03929 1.52364 0.85134 -1.5 0.2 0.7
H -1.19051 0.94516 1.18030 -0.3 -0.4 -1.0
H -1.62770 -0.83523 1.23610 -0.5 0.7 0.7

=====

# 2
14
Properties=species:S:1:pos:R:3:forces:R:3 method="wB97M-V/def2-TZVPD" orbital_gap_ev=7.225 homo_energy_ev=-8.060 largest_force_ev_per_a=0.9 relative_energy_kj_mol=524.43 e_tot_ha=-307.51269 total_charge=0
C 0.31483 1.22950 -1.26341 -0.1 0.0 0.0
C -0.13815 1.04579 0.13288 -0.1 0.0 -0.2
C -0.18462 -1.25153 0.19202 0.1 0.1 -0.2
O -0.55118 -2.07838 1.26446 0.1 -0.3 0.0
C 0.56301 0.16772 1.00830 -0.2 0.3 -0.1
O 1.81480 0.51419 0.92458 0.2 -0.9 -0.2
H 0.86607 2.17392 -1.32616 -0.1 0.0 0.0
H -0.56004 1.31168 -1.91795 0.1 0.1 0.0
H 0.98933 0.43955 -1.61096 -0.1 0.2 0.3
H -0.95715 1.68027 0.48182 -0.2 -0.2 -0.2
H -1.05919 -1.08165 -0.47338 0.3 0.2 0.3
H 0.62169 -1.64957 -0.44186 0.1 0.2 0.3
H -0.71692 -2.97386 0.94333 0.0 0.2 0.0
H 0.15128 -0.08195 2.00204 0.0 0.2 -0.2

=====

# 3
14
Properties=species:S:1:pos:R:3:forces:R:3 method="wB97M-V/def2-TZVPD" orbital_gap_ev=9.997 homo_energy_ev=-9.103 largest_force_ev_per_a=1.4 relative_energy_kj_mol=186.12 e_tot_ha=-307.64154 total_charge=0
C -0.68346 -1.96111 -0.39493 0.0 0.0 0.0
C -0.78197 1.41608 -0.80352 0.1 0.0 0.1
C 0.15271 1.68678 0.09932 -0.1 0.1 -0.4
O -0.07195 1.53669 1.43574 0.1 0.0 0.0
C 2.40594 -0.70659 0.38585 -0.3 0.3 1.3
O 2.13458 -0.43620 1.45652 0.4 -0.4 -1.3
H -1.57876 -1.97620 -1.02041 0.1 0.0 0.1
H -0.91748 -1.47101 0.55312 0.1 -0.1 -0.1
H -0.34146 -2.98379 -0.22024 -0.1 0.1 0.0
H -1.74801 1.02680 -0.49662 0.1 0.1 0.0
H -0.59445 1.57167 -1.85887 0.0 0.0 0.2
H 1.13703 2.06851 -0.17966 -0.2 -0.1 0.1
H 0.77340 1.55375 1.89718 -0.2 0.0 0.0
H 0.09397 -1.39264 -0.90652 -0.1 -0.1 0.0

=====

# 4
14
Properties=species:S:1:pos:R:3:forces:R:3 method="wB97M-V/def2-TZVPD" orbital_gap_ev="8.493 / 7.747" homo_energy_ev="-8.108 / -7.718" largest_force_ev_per_a=0.6 relative_energy_kj_mol=526.31 e_tot_ha=-307.51197 total_charge=0
C 1.26961 1.38416 0.66387 0.1 0.1 0.0
C 0.25101 -1.36789 -0.37768 0.3 0.1 -0.4
O -0.16996 -1.51796 0.84852 -0.1 -0.1 0.6
C -1.25527 -0.62663 0.73284 -0.2 -0.3 -0.1
C -0.97251 -0.63962 -0.79821 -0.1 -0.2 -0.1
O -1.00071 0.43611 -1.66090 0.1 0.2 0.1
H 1.30820 2.32482 1.21923 0.0 -0.1 -0.1
H 2.01654 0.69264 1.06333 -0.1 0.1 -0.1
H 1.48746 1.57261 -0.39244 0.0 0.0 0.2
H 1.25975 -1.61204 -0.68899 -0.2 0.1 0.0
H 0.27219 0.94757 0.80283 0.1 0.1 0.0
H -2.16167 -1.04391 1.17947 0.1 0.1 0.0
H -1.65277 -1.41520 -1.18042 0.0 0.1 0.0
H -0.57084 1.17515 -1.20905 0.0 -0.1 -0.1

=====

# 5
14
Properties=species:S:1:pos:R:3:forces:R:3 method="wB97M-V/def2-TZVPD" orbital_gap_ev=9.273 homo_energy_ev=-8.641 smiles=OC[C@@H]1C[C@@H]1O largest_force_ev_per_a=1.1 relative_energy_kj_mol=434.30 e_tot_ha=-307.54701 total_charge=0
O -0.80543 -1.55887 -0.39770 0.5 -0.7 0.3
C -0.71162 -0.85038 0.82752 -0.1 0.0 0.4
C -0.27520 0.62329 0.54409 -0.1 0.2 0.1
C -0.72356 0.78918 -0.85850 0.2 0.3 -0.4
C 0.96049 0.53428 -0.22237 -0.2 0.6 0.2
O 1.87827 -0.34388 0.34253 -0.3 -0.6 -0.6
H -0.06918 -1.21188 -0.94089 -0.6 -0.6 0.1
H -1.70851 -0.86497 1.27563 0.1 0.0 0.0
H 0.00200 -1.36620 1.47490 -0.1 0.2 0.2
H -0.41717 1.33583 1.35585 -0.1 -0.1 0.1
H -1.70433 0.34445 -1.06567 0.9 -0.5 -0.5
H -0.53334 1.62655 -1.49752 0.2 0.8 0.3
H 1.41888 1.40709 -0.67603 -0.1 0.1 0.2
H 2.68870 -0.46451 -0.16183 -0.2 0.1 -0.4

=====

# 6
14
Properties=species:S:1:pos:R:3:forces:R:3 method="wB97M-V/def2-TZVPD" orbital_gap_ev=10.876 homo_energy_ev=-9.782 smiles=C[C@H]1COCO1 largest_force_ev_per_a=0.4 relative_energy_kj_mol=126.03 e_tot_ha=-307.66443 total_charge=0
C -1.78063 0.03976 0.50944 0.0 0.0 0.0
C -0.27138 -0.01242 0.46267 -0.1 -0.2 0.1
C 0.41450 -1.05904 -0.40250 -0.3 -0.1 0.1
O 1.72128 -0.51904 -0.50211 0.1 0.0 -0.1
C 1.57050 0.88769 -0.47805 0.3 0.3 -0.1
O 0.24059 1.17795 -0.12602 0.0 0.1 0.0
H -2.17935 -0.89615 0.91521 0.1 0.1 -0.1
H -2.09533 0.85666 1.16618 0.0 -0.1 -0.1
H -2.20885 0.21059 -0.48241 0.1 0.0 0.1
H 0.12652 -0.11749 1.48434 0.0 0.0 0.0
H 0.47682 -2.04973 0.05421 0.0 0.1 0.0
H -0.05549 -1.13653 -1.39528 0.0 0.0 0.2
H 2.27352 1.29683 0.26029 0.0 -0.1 -0.1
H 1.76728 1.32092 -1.46597 0.0 0.0 0.1

=====

# 7
14
Properties=species:S:1:pos:R:3:forces:R:3 method="wB97M-V/def2-TZVPD" orbital_gap_ev="7.818 / 4.914" homo_energy_ev="-7.654 / -6.048" largest_force_ev_per_a=2.2 relative_energy_kj_mol=683.87 e_tot_ha=-307.45196 total_charge=0
O -1.01446 -1.14706 1.44095 1.7 -0.6 1.0
C -1.32232 -0.92537 0.22176 -0.4 -0.2 -1.8
C -0.80763 1.40729 -0.58349 0.5 0.3 0.2
C 0.37056 1.35458 0.07246 -0.1 0.4 0.0
C 1.85630 -1.10481 0.01197 0.5 0.1 -2.2
O 1.67756 -0.97595 -1.19755 -0.1 -0.5 2.1
H -0.02596 -1.47493 1.43672 -1.2 0.9 -0.1
H -2.32844 -0.60397 -0.06138 0.4 -0.1 0.5
H -0.62083 -1.29200 -0.51478 -0.2 0.1 -0.3
H -1.64670 1.93725 -0.13629 -0.2 -0.8 0.2
H -0.86671 1.21940 -1.65564 0.1 0.3 0.2
H 1.30787 1.33251 -0.46337 -0.1 -0.5 0.1
H 0.43180 1.41333 1.15661 -0.1 0.5 -0.2
H 2.98894 -1.14027 0.27205 -0.8 0.0 0.3

=====

# 8
14
Properties=species:S:1:pos:R:3:forces:R:3 method="wB97M-V/def2-TZVPD" orbital_gap_ev=9.867 homo_energy_ev=-9.924 smiles="O=CCC=O.C" largest_force_ev_per_a=3.5 relative_energy_kj_mol=324.09 e_tot_ha=-307.58899 total_charge=0
O 0.45744 -1.36044 -0.27806 -0.9 -1.2 0.2
C -0.68503 -1.20360 0.05930 0.5 -1.4 0.0
C -1.01852 -0.54786 1.36372 0.1 0.0 0.2
C -1.15733 0.77132 0.69207 -0.1 1.4 0.6
O -0.23736 1.54938 0.55794 -1.2 0.2 0.7
H -1.54595 -1.45520 -0.58074 0.0 0.0 -0.2
H -0.16131 -0.58591 2.03031 -0.1 0.0 0.0
H -1.93669 -0.93639 1.80113 -0.1 0.2 -0.1
H -2.12909 0.95007 0.21156 -0.1 0.2 -0.2
C 1.67060 0.50802 -1.17407 -0.1 1.0 0.5
H 2.11008 -0.48203 -1.43742 -0.6 0.7 1.2
H 2.47712 1.17572 -0.90401 0.7 0.5 -0.9
H 1.14196 0.77900 -2.09848 0.2 0.6 0.3
H 1.01405 0.83794 -0.24325 1.6 -2.1 -2.3